A molecular structure, C33H29Br4F5GeN5O7RuS2 at a distorted geometry. Source: OMol25; level of theory: ωB97M-V/def2-TZVPD.

Geometry (Å):
C1 -0.67 4.56 1.96
C2 -1.64 -4.48 0.79
O1 0.39 -1.41 0.75
F1 -2.33 -2.26 0.72
O2 1.31 1.35 -0.23
C3 0.30 -2.26 -2.53
C4 3.82 1.70 1.00
C5 0.29 1.29 -4.65
H1 3.11 2.52 1.03
H2 0.53 3.38 -4.23
H3 -1.73 3.76 -3.24
H4 -0.22 5.32 2.58
H5 -2.25 -0.72 -2.92
C6 0.67 -5.02 0.86
N1 7.32 0.92 2.04
C7 -2.76 -0.22 3.04
C8 0.58 2.51 2.70
H6 -0.17 -2.80 -1.71
H7 -3.08 1.88 -0.57
H8 -2.20 -3.23 -2.98
H9 -3.68 3.47 -0.78
C9 1.11 0.80 -3.45
C10 -0.29 2.69 -4.46
S1 -1.93 4.96 0.85
C11 0.00 -2.68 0.80
C12 1.54 0.56 3.22
C13 -5.55 0.10 3.43
N2 -2.91 2.87 -0.55
H10 -3.59 -1.36 -3.86
H11 -2.16 2.07 -3.56
C14 -0.33 -2.65 -3.87
C15 -2.02 3.30 0.37
Ge1 0.30 -0.35 -2.07
H12 1.43 3.95 4.12
O3 -1.53 -0.35 2.83
H13 6.31 -1.25 0.89
C16 -1.86 -2.66 -3.85
H14 1.49 -1.24 2.31
H15 0.02 -3.65 -4.12
C17 -0.38 3.25 1.90
Br1 -7.40 0.32 3.72
H16 -1.31 0.17 -0.68
F2 -2.92 -4.86 0.77
F3 1.65 -5.93 0.91
C18 -3.37 -0.53 4.30
H17 2.38 -1.20 3.84
H18 5.39 2.74 2.06
H19 -0.73 3.02 -5.40
H20 4.04 -1.47 -0.16
Br2 -2.20 -1.12 5.65
S2 2.28 1.65 4.36
C19 2.17 0.47 -0.37
C20 -4.71 -0.38 4.50
H21 -0.89 2.47 -2.39
C21 -3.61 0.28 1.96
O4 -3.07 0.61 0.88
O5 8.06 -0.04 1.99
C22 -2.51 -1.27 -3.83
C23 -5.01 0.42 2.21
O6 1.99 -0.52 -1.18
Ru1 -0.70 0.41 0.80
C24 5.07 1.83 1.58
F4 2.27 -3.31 0.86
H22 1.92 0.13 -3.77
C25 0.98 -3.68 0.84
C26 5.94 0.76 1.50
C27 5.60 -0.44 0.91
C28 -1.32 2.75 -3.35
H23 1.55 1.63 -2.90
H24 -0.52 0.60 -4.88
F5 -0.95 -6.74 0.86
N3 0.68 1.16 2.43
H25 0.04 -1.98 -4.67
C29 1.36 2.95 3.71
Br3 -6.04 1.06 0.77
C30 -0.64 -5.43 0.84
H26 -2.21 -3.19 -4.74
H27 -2.20 -0.69 -4.70
N4 1.88 -0.73 3.11
O7 7.62 2.01 2.50
C31 4.34 -0.55 0.33
C32 -1.32 -3.14 0.78
H28 0.94 1.31 -5.53
Br4 -5.47 -0.77 6.17
H29 1.37 -2.46 -2.50
C33 3.47 0.52 0.36
N5 -1.14 2.53 0.97

Results
Multiplicity   2
Calculated total energy   -15838.79773 Ha
Energy above the lowest of the compared OMol25 structures with the same formula, charge and spin   4.186 eV
Orbital gap (spin up / spin down)   4.3 / 3.6 eV
HOMO (spin up / spin down)   -6.632 / -6.151 eV

=====

A molecular structure, C33H29BrFN9O6Ru. Source: OMol25; level of theory: ωB97M-V/def2-TZVPD.

Geometry (Å):
H1 -2.58 -3.88 -2.28
N1 -0.02 1.44 3.48
H2 7.26 4.34 0.59
N2 -0.85 -5.82 -1.05
N3 -0.63 -1.41 -1.32
H3 -6.27 2.37 1.24
C1 -1.90 -3.16 -1.86
H4 3.65 1.00 1.06
H5 -2.63 2.56 -2.86
H6 -1.47 2.96 3.55
N4 -1.89 -6.59 -1.46
H7 4.94 4.98 0.10
C2 6.76 2.31 1.07
O1 -0.27 0.87 0.88
C3 -2.73 2.33 -1.79
Ru1 -0.54 0.69 -1.07
H8 -2.08 4.09 -0.68
N5 -1.49 -7.40 -2.35
C4 6.47 3.60 0.67
C5 -5.92 2.64 0.25
C6 0.28 -6.15 -1.74
C7 -0.41 2.77 3.54
H9 2.77 -7.83 -4.11
H10 1.93 -4.89 -1.09
H11 1.11 -1.38 0.69
H12 -1.98 0.73 3.48
H13 -4.60 3.52 -3.26
C8 -1.12 0.21 1.62
N6 -1.82 3.18 -1.03
C9 -6.72 3.34 -0.64
F1 0.10 5.04 3.67
C10 -1.60 -1.89 -2.19
C11 1.31 1.09 3.35
H14 7.78 2.03 1.31
C12 -0.14 -7.18 -2.57
C13 2.46 -6.32 -2.60
H15 -2.07 -4.96 0.33
O2 -3.88 1.60 0.81
C14 0.44 3.42 -0.56
C15 5.17 3.96 0.39
N7 -1.11 -3.47 -0.77
H16 -2.01 -1.28 -2.98
C16 1.76 2.83 -0.40
C17 0.48 3.76 3.60
H17 -7.72 3.63 -0.34
Br1 1.98 1.10 -1.20
H18 -3.33 0.92 0.40
O3 -2.29 0.98 -1.64
C18 2.04 -7.37 -3.45
C19 -4.15 2.59 -1.39
C20 -0.36 -2.39 -0.47
H19 -0.73 -0.51 3.57
C21 4.44 1.72 0.91
H20 -6.89 4.19 -2.61
O4 2.79 4.33 3.63
C22 2.78 3.47 0.18
N8 2.20 2.13 3.52
H21 1.48 -3.07 0.37
H22 3.18 1.88 3.47
C23 4.14 3.02 0.48
C24 1.60 -5.69 -1.74
C25 5.74 1.37 1.21
C26 0.68 -2.37 0.60
H23 -0.33 -4.75 0.67
H24 0.41 -8.62 -4.09
C27 -1.09 -4.77 -0.11
C28 1.92 3.50 3.59
H25 0.26 -2.64 1.57
C29 -6.26 3.65 -1.91
H26 0.32 4.47 -0.33
C30 -1.00 0.44 3.12
C31 -4.63 2.26 -0.12
C32 -4.98 3.28 -2.27
O5 1.67 -0.04 3.11
O6 -1.99 -0.52 1.20
H27 5.96 0.37 1.55
H28 3.49 -6.00 -2.64
H29 2.55 4.49 0.48
C33 0.74 -7.82 -3.45
N9 -0.57 2.71 -0.91

Results
Multiplicity   2
Calculated total energy   -4987.75316 Ha
Energy above the lowest of the compared OMol25 structures with the same formula, charge and spin   0.518 eV
Orbital gap (spin up / spin down)   7.2 / 6.9 eV
HOMO (spin up / spin down)   -11.143 / -11.151 eV
Total charge   +1

=====

A molecular structure, C33H29CrN2O3P. Source: OMol25; level of theory: ωB97M-V/def2-TZVPD.

Geometry (Å):
H1 4.07 -0.07 -3.15
H2 5.45 0.87 0.62
H3 -1.31 4.22 -3.16
C1 -3.32 1.54 -3.59
C2 2.60 -1.70 0.36
C3 0.67 -2.84 4.24
H4 1.36 -2.12 -2.99
C4 1.90 1.14 -2.22
H5 -2.63 -2.89 -0.03
H6 1.91 0.88 3.73
H7 -2.66 -2.27 4.19
H8 4.07 -3.04 -0.43
C5 -1.62 -2.21 3.92
H9 -0.95 -3.63 5.38
C6 0.09 -1.22 2.53
C7 -2.76 2.79 -3.81
H10 1.66 1.84 -3.03
C8 -2.39 -0.57 2.24
H11 1.11 1.16 -1.48
C9 -1.23 2.42 -1.99
C10 0.61 3.99 3.49
C11 2.33 -0.43 0.87
N1 -2.75 -1.26 -1.29
C12 1.14 -1.15 -2.52
H12 1.43 -3.41 4.75
C13 0.63 1.57 2.14
H13 -5.09 -0.60 -3.59
H14 -4.13 1.20 -4.22
C14 -0.66 -2.96 4.59
H15 0.60 4.94 4.01
O1 -2.09 0.05 1.12
H16 1.80 -2.43 0.29
C15 3.17 -0.45 -3.63
C16 4.90 -1.12 0.04
H17 -0.72 4.67 1.94
H18 5.90 -1.39 -0.27
C17 1.34 2.93 3.99
N2 2.03 -0.21 -2.75
C18 -0.12 2.63 1.65
O2 -3.50 -0.56 2.73
C19 -1.73 3.24 -3.00
H19 3.02 0.04 -4.59
C20 -1.26 -1.35 2.89
P1 0.61 -0.01 1.27
C21 -4.32 -3.02 -1.36
C22 1.35 1.71 3.33
C23 -4.55 -1.14 -2.82
H20 -5.90 -2.79 -2.80
C24 -5.01 -2.36 -2.37
H21 2.09 -1.88 2.97
C25 -3.40 -0.59 -2.26
H22 2.84 1.43 -1.75
C26 -2.83 0.73 -2.57
H23 -0.74 2.50 0.77
H24 3.29 -1.52 -3.78
C27 3.87 -2.05 -0.05
H25 1.90 3.04 4.91
H26 -0.42 2.80 -1.38
C28 -0.13 3.85 2.32
H27 3.19 1.49 1.35
Cr1 -1.15 -0.26 -0.47
H28 -3.15 3.42 -4.60
C29 1.05 -1.97 3.22
O3 0.12 -1.03 -1.83
C30 -1.76 1.16 -1.77
C31 3.37 0.50 0.96
C32 -3.20 -2.43 -0.84
H29 -4.67 -3.97 -0.97
C33 4.65 0.15 0.54

Results
Multiplicity   4
Calculated total energy   -2995.86312 Ha
Orbital gap (spin up / spin down)   8.2 / 8.7 eV
HOMO (spin up / spin down)   -11.245 / -11.360 eV
Total charge   +1

=====

A molecular structure, C33H29F4IrN4O4S3Si. Source: OMol25; level of theory: ωB97M-V/def2-TZVPD.

Geometry (Å):
H1 0.59 -4.30 1.16
C1 0.82 2.34 2.28
H2 0.86 0.72 5.24
H3 1.06 1.45 0.37
C2 1.45 -4.19 1.80
H4 1.27 -1.19 3.76
S1 0.37 3.30 -2.15
C3 4.51 -2.16 -1.94
C4 1.15 -0.20 3.33
N1 -0.01 -2.11 -5.93
C5 2.10 -2.95 1.87
H5 -0.66 2.32 -4.05
H6 3.58 -3.22 -0.35
C6 1.90 -5.28 2.54
H7 2.19 0.79 -1.08
H8 -3.00 -1.92 -2.15
H9 -4.09 -0.67 -0.52
H10 -3.77 -1.79 0.83
C7 -2.35 -2.31 -1.37
F1 -2.29 1.92 3.22
N2 -2.10 -1.25 -0.38
H11 -0.13 4.00 -4.32
C8 -3.39 -0.91 0.29
C9 -2.59 4.99 0.55
H12 -1.41 -2.63 -1.81
H13 3.36 -6.00 3.93
C10 0.92 0.88 4.17
C11 -2.65 3.70 0.09
C12 2.75 -1.24 -0.55
C13 3.01 -5.15 3.36
C14 -3.14 -0.45 -5.27
S2 -3.08 0.75 -2.88
C15 4.57 -0.97 -2.66
F2 -2.73 6.00 -0.33
H14 -2.39 6.30 2.25
N3 -2.53 1.31 0.45
O1 0.09 -2.00 0.12
O2 1.63 2.67 -2.50
F3 -2.23 4.42 4.08
C16 1.23 -0.03 1.94
H15 -1.59 -2.72 1.03
H16 0.57 2.99 4.31
C17 -1.17 -1.78 0.66
C18 0.76 2.15 3.65
H17 5.27 -0.87 -3.48
H18 4.55 -3.83 4.07
H19 -1.14 -1.05 1.47
C19 -0.61 3.32 -3.63
C20 3.68 -3.93 3.43
H20 -2.83 -3.17 -0.89
C21 -2.44 5.28 1.89
C22 -2.37 4.21 2.75
C23 -2.52 2.58 0.94
O3 0.44 4.66 -1.67
C24 -2.34 -0.17 -4.11
C25 3.22 -2.85 2.69
H21 3.75 -1.90 2.76
S3 0.02 -0.22 -2.74
H22 0.68 3.33 1.85
H23 -2.71 -0.02 2.12
H24 5.17 -2.98 -2.20
Ir1 -1.36 0.60 -1.09
H25 -4.21 0.62 1.51
N4 -3.81 -0.68 -6.18
O4 -0.40 2.46 -1.18
H26 1.38 -6.22 2.47
Si1 1.52 -1.50 0.83
H27 0.38 -1.49 -2.42
F4 -2.91 3.50 -1.21
C26 2.83 -0.06 -1.28
H28 -1.61 3.67 -3.37
C27 -0.51 -1.44 -5.13
C28 3.73 0.08 -2.33
C29 -2.41 2.91 2.30
C30 1.05 1.26 1.44
H29 3.74 1.01 -2.88
C31 3.61 -2.29 -0.90
C32 -1.07 -0.66 -4.08
C33 -3.22 0.28 1.20

Results
Multiplicity   2
Calculated total energy   -3782.91338 Ha
Energy above the lowest of the compared OMol25 structures with the same formula, charge and spin   0.000 eV
Orbital gap (spin up / spin down)   6.3 / 6.9 eV
HOMO (spin up / spin down)   -4.286 / -4.908 eV
Total charge   -1

=====

2 unconnected molecules or ions with the total composition C33H29F6N3O2S at a distorted geometry. Source: OMol25; level of theory: ωB97M-V/def2-TZVPD.

Geometry (Å):
C1 0.77 -6.28 -4.08
C2 -1.11 -2.53 -1.06
C3 2.25 5.74 -0.79
C4 -0.43 3.72 5.05
C5 3.45 5.26 -0.05
H1 0.78 -7.32 -2.23
C6 -1.86 -0.17 2.21
H2 -2.10 -2.38 -0.64
N1 1.16 -5.30 -1.93
C7 -0.08 3.54 -1.34
F1 3.85 6.08 0.96
F2 2.13 -6.36 -4.27
O1 -2.98 2.05 1.27
H3 3.11 2.43 -1.77
H4 2.48 6.71 -1.24
S1 -2.65 1.42 2.54
F3 0.39 -5.05 -4.57
C8 -4.31 -3.64 1.96
H5 -2.33 2.66 5.12
H6 1.41 5.80 -0.08
H7 -4.93 -4.53 1.86
H8 1.56 -0.83 -2.32
C9 0.77 3.57 2.95
H9 -1.36 -4.67 -1.29
H10 1.46 4.70 4.65
C10 0.65 -4.04 -1.75
C11 -0.70 2.34 -1.09
C12 0.43 -6.35 -2.62
C13 -0.48 -0.29 2.39
C14 0.98 -1.65 -1.90
C15 1.91 5.36 -3.20
H11 2.79 5.04 -3.77
C16 -1.45 2.92 4.53
H12 -0.65 -6.21 -2.50
C17 0.03 1.11 -1.01
C18 2.05 2.39 -1.51
C19 1.31 3.59 -1.58
H13 -1.78 2.30 -0.96
F4 4.51 5.07 -0.90
H14 -0.50 4.08 6.08
H15 -0.64 4.48 -1.36
C20 -2.14 -2.62 2.31
C21 -4.90 -2.37 1.85
H16 -1.69 -0.02 -0.41
H17 -1.06 -2.71 2.51
H18 -0.10 2.24 1.48
N2 0.68 -0.36 2.56
C22 -1.32 2.40 3.24
H19 1.01 5.04 -3.74
C23 -2.94 -3.76 2.21
C24 1.48 -2.92 -1.99
H20 1.60 3.86 2.31
H21 2.65 -5.21 -0.46
H22 3.27 -5.28 -2.13
C25 0.67 4.06 4.26
C26 -0.26 -1.39 -1.24
C27 -0.21 2.71 2.46
C28 -0.68 -0.11 -0.81
H23 1.92 6.45 -3.11
H24 2.07 0.36 -0.86
C29 2.48 -5.65 -1.46
C30 -2.71 -1.33 2.16
N3 1.95 4.80 -1.87
H25 -5.97 -2.27 1.69
C31 -4.11 -1.23 1.96
H26 2.51 -3.11 -2.31
O2 -3.65 1.24 3.56
H27 -2.48 -4.74 2.34
H28 2.55 -6.74 -1.37
C32 -0.70 -3.81 -1.38
F5 3.19 4.02 0.51
H29 -4.60 -0.26 1.89
C33 1.44 1.22 -1.11
F6 0.18 -7.24 -4.84

Results
Calculated total energy   -2586.92794 Ha
Energy above the lowest of the compared OMol25 structures with the same formula, charge and spin   0.502 eV
Orbital gap   3.8 eV
HOMO   -6.312 eV

=====

2 unconnected molecules or ions with the total composition C33H29N3O4 at a distorted geometry. Source: OMol25; level of theory: ωB97M-V/def2-TZVPD.

Geometry (Å):
H1 -5.18 3.41 -6.34
H2 -0.46 0.79 2.82
C1 -1.95 -2.20 3.04
O1 -1.39 1.70 0.68
C2 2.32 -3.48 -2.18
H3 -6.04 0.09 1.33
H4 -6.68 0.93 -1.01
C3 0.87 -1.44 -2.41
C4 -1.74 -1.37 6.62
N1 1.73 -2.37 -2.92
N2 -1.86 -1.44 7.77
C5 1.16 -0.98 -4.62
H5 0.51 0.31 -6.22
C6 -2.08 1.97 -4.59
C7 2.66 -2.29 -6.55
H6 -2.35 -2.98 2.40
C8 -2.30 -0.37 0.33
C9 -3.36 -1.15 -0.22
C10 -3.35 1.61 -4.14
H7 3.26 -2.76 -7.31
C11 -3.05 3.37 -6.31
C12 -4.30 3.02 -5.85
H8 -5.44 1.60 -2.05
O2 -3.50 1.66 -0.21
C13 -4.45 2.14 -4.78
C14 -1.02 -0.17 4.64
C15 0.05 3.73 -7.04
C16 -1.61 -1.28 5.22
C17 1.87 -1.19 -6.89
C18 -4.68 0.83 -0.18
H9 -2.57 -3.15 4.85
C19 2.69 -2.76 -5.26
C20 -1.92 2.84 -5.68
H10 -5.44 1.85 -4.46
C21 -1.15 -1.04 0.97
H11 1.53 -4.12 -1.78
H12 -1.05 0.48 -2.35
C22 -5.76 1.51 -1.02
H13 1.85 -0.84 -7.91
C23 -5.14 0.69 1.28
O3 -4.47 -0.50 -0.72
H14 -4.37 0.20 1.87
H15 -1.03 -2.04 0.55
C24 -0.76 1.51 -4.21
H16 1.21 2.07 -5.01
C25 -2.10 -2.29 4.40
C26 1.12 -0.53 -5.95
N3 -0.55 2.96 -5.95
H17 0.53 -1.42 -1.39
C27 1.93 -2.11 -4.29
H18 0.74 4.47 -6.64
H19 -0.71 4.25 -7.62
C28 0.14 2.18 -5.05
H20 -5.33 1.67 1.71
H21 -2.94 4.04 -7.15
H22 -0.65 0.62 5.27
H23 2.95 -4.08 -2.83
C29 -0.88 -0.09 3.27
H24 3.30 -3.61 -5.01
C30 -1.32 -1.12 2.45
H25 2.92 -3.10 -1.36
H26 -5.97 2.51 -0.64
C31 -0.46 0.49 -3.25
O4 -3.25 -2.37 -0.23
H27 0.60 3.07 -7.72
C32 -2.36 1.06 0.28
H28 -3.46 0.92 -3.32
H29 -0.23 -0.49 0.73
C33 0.49 -0.54 -3.41

Results
Calculated total energy   -1740.10731 Ha
Energy above the lowest of the compared OMol25 structures with the same formula, charge and spin   0.000 eV
Orbital gap   4.0 eV
HOMO   -6.384 eV